[1]
{"formula": "C5H11N2S", "method": "ωB97M-V/def2-TZVPD", "symbols": ["C", "C", "C", "C", "C", "N", "N", "S", "H", "H", "H", "H", "H", "H", "H", "H", "H", "H", "H"], "coordinates": [[-0.286, 0.187, -0.169], [0.187, -0.737, 0.746], [-0.022, 1.257, 0.870], [0.455, -2.254, 0.801], [-1.183, 0.400, -1.356], [0.589, 0.189, 1.718], [-0.357, 0.981, -2.555], [0.842, -0.048, 3.354], [0.680, 2.192, 0.685], [-0.828, 1.672, 1.345], [-0.351, -2.772, 1.168], [1.260, -2.260, 1.568], [0.795, -2.651, -0.150], [-2.033, 1.057, -1.106], [-1.550, -0.568, -1.628], [0.119, 0.366, -3.224], [0.391, 1.629, -2.219], [-0.978, 1.566, -3.139], [2.269, -0.206, 3.290]], "atomic_forces_ev_per_a": [[-0.4, 1.1, 0.8], [0.1, -1.1, -1.2], [3.5, 1.6, -0.2], [2.2, 3.3, 0.3], [1.6, -1.3, 1.4], [-0.6, -0.7, -1.9], [-0.3, 1.7, -0.3], [1.9, -0.1, -0.1], [-0.9, -2.0, 0.0], [-2.4, 0.8, 1.1], [-2.0, -1.3, 0.8], [-0.3, -0.7, -0.6], [0.0, 0.1, 0.0], [0.6, 0.1, -0.6], [-0.4, -0.4, -0.8], [-0.3, -0.6, 0.6], [-0.7, -0.6, 0.1], [0.2, -0.2, 0.2], [-1.8, 0.3, 0.2]], "gap_ev": 8.161, "e_tot_ha": -704.46399, "lumo_ev": -3.7, "de_lowest_kcal_mol": 79.4, "total_charge": 1, "molar_mass_g_mol": 131.22}


[2]
{"formula": "C15H24CdF12N3O10S4", "method": "ωB97M-V/def2-TZVPD", "symbols": ["Cd", "C", "C", "C", "C", "C", "C", "N", "O", "C", "C", "C", "H", "H", "H", "H", "H", "H", "H", "H", "H", "H", "H", "H", "H", "H", "H", "H", "H", "H", "C", "F", "F", "F", "S", "O", "O", "N", "S", "O", "O", "C", "F", "F", "F", "C", "F", "F", "F", "S", "O", "O", "N", "S", "O", "O", "C", "F", "F", "F", "C", "C", "O", "H", "H", "H", "H", "H", "H"], "coordinates": [[-1.001, -0.316, -1.061], [3.537, 3.403, 1.286], [3.575, 1.824, 1.504], [4.723, 1.555, 2.543], [4.303, 1.781, 3.981], [3.023, 1.024, 4.320], [1.809, 1.360, 3.402], [2.273, 1.287, 1.985], [1.202, 1.465, 1.024], [1.275, 2.800, 3.817], [0.865, 0.251, 3.763], [3.961, 1.169, 0.123], [2.905, 3.641, 0.431], [4.509, 3.844, 1.061], [3.089, 3.978, 2.096], [5.557, 2.242, 2.398], [5.074, 0.534, 2.391], [4.209, 2.833, 4.249], [5.040, 1.404, 4.691], [2.712, 1.303, 5.326], [3.279, -0.026, 4.454], [0.776, 3.224, 2.945], [2.102, 3.480, 4.021], [0.560, 2.698, 4.634], [0.794, 0.055, 4.832], [1.312, -0.620, 3.282], [-0.137, 0.335, 3.341], [4.987, 0.801, 0.157], [3.799, 1.905, -0.663], [3.386, 0.278, -0.129], [1.513, -4.383, 1.163], [0.745, -4.772, 2.200], [2.204, -3.280, 1.526], [2.389, -5.310, 0.822], [0.397, -3.996, -0.379], [1.149, -3.011, -1.168], [0.127, -5.273, -1.061], [-1.024, -3.058, 0.165], [-2.064, -4.190, 0.492], [-3.176, -4.135, -0.438], [-1.598, -5.528, 0.839], [-2.743, -3.665, 2.226], [-1.696, -3.648, 3.034], [-3.290, -2.474, 2.115], [-3.654, -4.550, 2.672], [-1.204, 3.094, -4.276], [-2.443, 3.143, -4.828], [-0.449, 4.079, -4.698], [-1.275, 3.043, -2.918], [-0.336, 1.428, -4.878], [-0.660, 1.547, -6.306], [1.104, 1.536, -4.581], [-1.168, 0.121, -4.038], [-1.378, -0.969, -5.211], [-0.295, -1.104, -6.161], [-1.743, -2.257, -4.623], [-2.973, -0.380, -6.222], [-3.228, 0.888, -5.983], [-2.722, -0.507, -7.560], [-4.012, -1.148, -5.846], [-6.430, -0.431, -1.166], [-5.043, -0.074, -1.813], [-4.061, 0.378, -0.856], [-6.830, 0.339, -0.507], [-6.339, -1.310, -0.528], [-7.145, -0.588, -1.973], [-5.077, 0.685, -2.594], [-4.660, -0.954, -2.329], [-4.409, 1.205, -0.516]], "atomic_forces_ev_per_a": [[0.5, -0.4, 0.0], [-1.0, -0.4, -0.3], [1.1, 0.9, -0.3], [-0.7, 0.0, 0.1], [-0.5, -0.5, 0.7], [0.3, 1.0, 0.3], [1.4, 0.6, 1.2], [-3.9, 1.0, -3.0], [3.5, -0.6, 3.3], [0.3, -1.0, -1.4], [-0.8, -0.8, -1.4], [-0.4, 0.1, 0.7], [-0.1, -0.2, -0.1], [0.2, -0.4, 0.1], [0.2, -0.3, 0.3], [0.0, -0.2, -0.7], [0.1, -0.1, 0.2], [-0.1, 0.2, -0.4], [0.4, 0.0, -0.2], [-0.1, 0.2, 0.1], [-0.4, -0.3, -0.8], [-0.3, -0.1, 0.1], [-0.1, -0.1, 0.4], [0.2, 0.1, 0.1], [0.1, 0.3, 0.0], [-0.2, -0.4, 0.2], [0.0, 0.2, 0.0], [0.2, 0.5, -0.1], [0.2, -0.2, -0.1], [-0.4, 0.2, 0.3], [-1.0, 0.8, 0.1], [1.0, 0.1, -0.7], [-0.6, -0.5, -0.2], [-0.3, -0.1, 0.2], [-0.1, 1.1, -2.7], [-0.7, -0.9, 1.5], [0.6, 2.4, 1.7], [3.6, -1.9, -0.7], [-3.8, -2.3, 1.2], [0.4, 0.4, 0.7], [0.1, 1.3, -0.1], [0.6, -1.3, -2.6], [-0.1, 0.3, 0.8], [-0.4, 0.8, 0.6], [0.4, 0.6, 0.0], [0.1, -3.2, 0.1], [1.3, 0.5, 1.0], [-0.4, 0.3, 0.3], [-0.3, 0.8, -0.9], [1.1, 0.9, -1.3], [0.0, -0.3, 1.9], [-2.6, -0.3, 0.6], [1.3, 2.3, -1.5], [0.0, -3.5, -0.6], [-0.8, 0.8, 0.4], [-0.5, 1.9, 0.1], [1.8, -0.8, -0.2], [-0.7, 0.1, 0.1], [-0.6, -0.2, 1.4], [0.4, 0.6, -0.6], [1.1, 0.4, -0.4], [-0.6, -0.2, 0.3], [-0.1, -0.5, -0.2], [0.1, 0.4, -0.2], [0.1, -0.2, -0.3], [-0.1, -0.2, 0.1], [-0.6, 0.2, 0.0], [0.2, -0.1, 0.4], [0.2, 0.1, 0.2]], "gap_ev": 3.831, "e_tot_ha": -4461.26419, "lumo_ev": -1.5, "de_lowest_kcal_mol": 0.0, "total_charge": -1, "molar_mass_g_mol": 875.02}


[3]
{"formula": "C6H6N", "method": "ωB97M-V/def2-TZVPD", "symbols": ["C", "C", "C", "C", "C", "C", "N", "H", "H", "H", "H", "H", "H"], "coordinates": [[-1.937, 1.277, -0.181], [-0.637, 1.419, -0.095], [-1.830, -1.016, 0.320], [-2.754, 0.184, 0.010], [0.336, 0.603, 0.349], [1.829, 0.528, -0.024], [-0.630, -1.086, 0.389], [-2.275, -1.993, 0.454], [-3.820, -0.027, -0.113], [0.048, 0.365, 1.383], [2.013, 0.987, -0.989], [2.163, -0.501, -0.044], [2.543, 1.092, 0.584]], "atomic_forces_ev_per_a": [[1.2, -1.4, 0.7], [-4.6, -0.3, 0.0], [-3.3, 0.7, -0.3], [2.2, 1.4, -1.0], [1.4, -1.5, -0.5], [-0.4, 0.3, -0.3], [4.9, 0.8, 0.2], [-0.7, -0.2, 0.0], [0.4, 0.5, 0.2], [0.2, 0.4, 0.6], [-0.4, -0.3, -0.4], [-0.1, -0.2, 0.0], [-0.7, -0.1, 0.7]], "gap_ev": 7.570, "e_tot_ha": -286.45541, "lumo_ev": -7.4, "de_lowest_kcal_mol": 112.9, "total_charge": 1, "molar_mass_g_mol": 92.12}


[4]
{"formula": "C28H55O2Si4TbTe", "method": "ωB97M-V/def2-TZVPD", "symbols": ["O", "C", "C", "H", "H", "C", "H", "H", "C", "H", "H", "H", "C", "H", "H", "H", "Tb", "C", "C", "C", "H", "C", "C", "H", "H", "H", "H", "C", "C", "C", "H", "C", "C", "H", "H", "H", "H", "O", "C", "C", "H", "H", "C", "H", "H", "C", "H", "H", "H", "H", "C", "Si", "C", "C", "Si", "Te", "Si", "C", "C", "C", "Si", "C", "C", "C", "H", "H", "H", "H", "H", "H", "H", "H", "H", "H", "H", "H", "H", "H", "H", "H", "H", "H", "H", "H", "H", "H", "H", "H", "H", "H", "H"], "coordinates": [[0.377, -0.026, -6.486], [0.379, 1.228, -7.262], [0.274, 0.518, -8.590], [1.322, 1.779, -7.151], [-0.494, 1.829, -6.993], [0.323, -0.774, -7.729], [1.160, 0.619, -9.206], [-0.652, 0.733, -9.127], [1.622, -1.545, -7.910], [2.477, -0.916, -7.618], [1.712, -1.828, -8.968], [1.648, -2.454, -7.293], [-0.904, -1.646, -7.848], [-1.815, -1.100, -7.585], [-0.825, -2.553, -7.237], [-0.983, -1.954, -8.899], [-0.192, -0.581, -1.337], [-2.335, -1.184, -0.081], [-2.225, 0.245, -0.002], [-2.440, 0.777, -1.305], [-1.999, 0.818, 0.899], [-2.701, -0.323, -2.185], [-2.599, -1.526, -1.441], [-2.711, -2.528, -1.854], [-2.264, -1.881, 0.749], [-2.471, 1.835, -1.576], [-2.969, -0.268, -3.240], [1.076, -2.422, -0.078], [0.061, -3.086, -0.830], [0.350, -2.914, -2.217], [-0.762, -3.667, -0.424], [1.542, -2.136, -2.325], [2.003, -1.850, -1.005], [2.902, -1.298, -0.739], [1.123, -2.359, 1.010], [-0.196, -3.369, -3.039], [2.012, -1.838, -3.257], [0.730, 0.913, -2.956], [-0.232, 0.377, -3.919], [-1.125, 1.527, -4.305], [-0.777, -0.553, -3.611], [0.386, 0.054, -4.746], [-0.132, 2.680, -4.357], [-1.848, 1.692, -3.499], [-1.656, 1.400, -5.238], [0.851, 2.396, -3.209], [-0.619, 3.658, -4.223], [0.355, 2.677, -5.355], [0.541, 2.874, -2.266], [1.913, 2.561, -3.415], [3.766, 0.829, 4.504], [2.113, 1.328, 5.250], [1.991, 0.672, 7.020], [1.960, 3.207, 5.285], [0.456, 0.533, 3.759], [1.056, 0.991, 1.401], [0.227, -1.725, 4.395], [-0.397, -1.866, 6.173], [-1.022, -2.545, 3.250], [1.938, -2.506, 4.286], [-1.503, 1.536, 4.634], [-1.469, 1.645, 6.523], [-1.608, 3.279, 3.943], [-2.984, 0.505, 4.092], [4.550, 1.453, 4.959], [3.778, 0.994, 3.420], [4.010, -0.225, 4.693], [2.810, 1.130, 7.595], [1.051, 0.935, 7.521], [2.120, -0.417, 7.083], [1.986, 3.624, 4.270], [1.045, 3.562, 5.777], [2.822, 3.607, 5.840], [-1.399, -1.437, 6.309], [-0.461, -2.942, 6.397], [0.275, -1.411, 6.910], [-0.818, -2.348, 2.189], [-0.972, -3.633, 3.407], [-2.047, -2.219, 3.468], [2.436, -2.284, 3.333], [2.596, -2.176, 5.103], [1.814, -3.596, 4.369], [-0.636, 2.251, 6.904], [-2.404, 2.139, 6.828], [-1.433, 0.664, 7.014], [-1.173, 3.349, 2.940], [-2.669, 3.562, 3.881], [-1.097, 4.002, 4.594], [-2.937, 0.215, 3.033], [-3.101, -0.409, 4.690], [-3.885, 1.119, 4.236]], "atomic_forces_ev_per_a": [[-0.1, 0.8, -1.7], [0.1, 0.0, 0.6], [0.0, -0.5, 0.4], [-0.3, 0.0, 0.3], [0.3, 0.1, -0.1], [0.2, -0.4, -0.6], [-0.1, 0.1, -0.3], [0.2, -0.3, -0.1], [0.0, -0.1, -0.1], [-0.3, -0.2, -0.2], [0.1, 0.0, 0.3], [-0.1, 0.2, -0.1], [0.0, -0.2, -0.2], [0.2, -0.1, 0.0], [-0.1, 0.2, 0.0], [-0.1, 0.0, 0.2], [0.1, 1.3, 1.5], [-0.4, 0.8, -0.2], [-0.7, -0.6, 0.0], [-0.4, -0.4, 0.1], [-0.1, -0.2, -0.4], [-0.1, -0.1, 0.5], [-0.4, 0.4, 0.1], [-0.1, 0.3, 0.2], [0.1, 0.2, -0.2], [0.0, -0.4, 0.3], [0.1, 0.0, 0.3], [0.0, -0.6, -0.7], [0.9, -0.1, -0.1], [0.4, 0.0, 0.4], [0.2, 0.2, -0.1], [0.3, -0.7, 0.5], [-0.2, -0.6, -0.3], [-0.3, 0.0, -0.1], [0.1, 0.0, -0.5], [0.0, 0.2, 0.1], [0.0, 0.0, 0.2], [-0.8, 0.8, 0.2], [1.0, -0.3, -0.9], [0.0, 0.3, 0.9], [0.4, 0.7, 0.3], [-0.3, 0.0, 0.2], [0.4, 0.5, -0.4], [0.1, 0.1, -0.4], [-0.1, -0.3, -0.2], [-0.5, -1.2, 0.4], [0.2, -0.3, 0.0], [0.0, 0.2, 0.9], [0.3, -0.1, -0.4], [-0.4, 0.1, 0.0], [0.3, 0.2, 0.3], [-0.4, -0.2, -0.8], [0.1, 0.0, 0.2], [0.4, 0.1, 0.2], [-0.4, -0.3, 1.0], [0.1, 0.1, -0.5], [0.2, 1.1, -0.3], [-0.1, -0.3, 0.0], [0.0, -0.5, 0.0], [-0.1, -0.5, 0.0], [0.9, -0.3, -0.4], [-0.3, 0.1, 0.1], [-0.4, 0.2, 0.0], [-0.4, 0.2, 0.1], [0.0, -0.2, -0.1], [-0.1, 0.0, 0.2], [-0.1, 0.2, 0.0], [-0.1, -0.1, -0.1], [0.2, -0.1, -0.2], [0.0, 0.3, -0.1], [0.0, -0.1, 0.2], [0.2, -0.1, -0.1], [-0.2, 0.1, -0.1], [0.2, -0.1, -0.1], [0.0, 0.2, 0.1], [-0.2, -0.1, -0.2], [0.1, 0.0, 0.3], [-0.1, 0.1, -0.1], [0.3, 0.0, 0.0], [-0.1, 0.0, 0.2], [-0.2, 0.0, -0.2], [0.2, 0.1, 0.0], [-0.2, -0.1, -0.2], [0.2, -0.1, 0.1], [0.0, 0.2, -0.1], [-0.1, -0.1, 0.1], [0.2, 0.2, 0.0], [-0.1, -0.2, -0.2], [0.0, 0.1, 0.2], [0.1, 0.2, -0.1], [0.0, -0.2, -0.1]], "gap_ev": [5.719, 6.433], "e_tot_ha": -3500.79959, "lumo_ev": [-0.6, 0.1], "spin_multiplicity": 7, "de_lowest_kcal_mol": 52.9, "total_charge": 0, "molar_mass_g_mol": 822.62}